{"formula": "C15H20NO3Rh", "method": "ωB97M-V with the def2-TZVPD basis set", "symbols": ["Rh", "C", "C", "C", "H", "C", "C", "H", "H", "H", "H", "C", "C", "C", "H", "C", "C", "H", "H", "H", "H", "O", "C", "C", "C", "C", "C", "H", "H", "H", "H", "H", "H", "H", "H", "H", "H", "O", "N", "O"], "xyz": [[0.298310, -1.325863, -0.279806], [-1.056189, 1.645967, 1.725840], [0.161950, 2.332089, 1.416494], [0.074060, 2.787615, 0.063309], [0.982914, 2.535543, 2.098603], [-1.187266, 2.375013, -0.458210], [-1.880041, 1.673213, 0.567999], [-2.876777, 1.234144, 0.492193], [-1.302414, 1.221724, 2.698750], [0.831804, 3.383024, -0.441015], [-1.544259, 2.577070, -1.470155], [-0.733808, -2.988584, -0.079887], [-1.577574, -1.843852, 0.045768], [-1.450305, -1.068715, -1.140727], [-2.260600, -1.631945, 0.874190], [-0.522063, -1.722518, -2.001723], [-0.089847, -2.925420, -1.353406], [0.604697, -3.666963, -1.771062], [-0.647882, -3.806703, 0.643313], [-2.018322, -0.164345, -1.384602], [-0.262762, -1.402700, -3.012590], [1.602725, 0.298928, -0.512991], [2.479304, 0.875490, -3.055930], [3.490602, 1.314147, -1.804732], [1.324518, 1.763997, -3.210696], [2.620281, -0.549441, -3.379662], [3.054969, 0.910260, -0.384064], [3.705745, 2.370588, -1.836049], [4.489087, 0.946055, -1.980666], [3.762820, 0.132192, 0.083468], [2.930542, 1.823046, 0.299473], [1.382530, 2.268705, -4.220502], [1.165948, 2.506618, -2.444602], [0.411871, 1.200932, -3.152888], [3.173317, -0.661395, -4.357338], [1.665450, -1.017454, -3.475129], [3.111110, -1.157697, -2.645709], [2.036012, 0.070150, 3.140097], [1.296862, -0.189825, 2.254301], [1.698092, -1.136063, 1.373785]], "forces_ev_per_angstrom": [[7.59, 4.99, 4.11], [-2.18, -0.26, -1.39], [0.17, 0.72, -1.49], [-1.04, -0.10, 0.20], [-0.18, -0.25, -0.16], [2.11, 1.10, 0.16], [0.48, -0.51, 2.85], [0.42, 0.07, -0.01], [0.11, -0.04, -0.45], [-0.17, -0.36, 0.03], [0.11, -0.17, 0.33], [-1.64, -2.79, 0.55], [-2.86, -0.86, 0.94], [-2.67, 0.72, -1.66], [0.30, -0.05, -0.23], [-1.45, -0.68, -3.03], [-0.06, -2.45, -1.75], [-0.36, 0.31, 0.20], [-0.01, 0.31, -0.23], [0.28, -0.32, 0.12], [-0.10, -0.09, 0.24], [4.00, 3.15, -1.12], [3.17, 1.26, 4.44], [-0.89, -0.34, -1.58], [-0.35, 0.06, -1.60], [0.01, 0.07, -1.72], [-3.75, -1.83, 0.40], [-0.54, 0.88, -0.15], [0.49, -0.83, -0.39], [-1.03, 1.14, -0.49], [0.44, -1.16, -0.75], [-0.36, -0.16, 0.66], [0.62, 0.25, 0.28], [-0.71, -0.54, -0.29], [-0.35, -0.18, 0.55], [-0.82, -0.35, -0.39], [0.53, 0.10, 0.63], [1.99, 0.47, 1.98], [-1.06, -2.74, -3.93], [-0.22, 1.44, 4.17]], "total_charge": -2, "mol_weight_da": 365.2, "multiplicity": 5, "lumo_ha": [0.21395, 0.17201], "energy_ha": -974.1088}